Model a:
Formula: C4H10N2
Source: the Open Molecules 2025 dataset
Level of theory: ωB97M-V with the def2-TZVPD basis set

Values from the calculation:
HOMO-LUMO gap (eV): 8.9
E_LUMO (eV): 1.138

Geometry as ORCA input:
```
! wB97M-V def2-TZVPD RIJCOSX def2/J DEFGRID3
* xyz 0 1
C -1.78402 0.19000 0.69038
C -0.57400 0.85042 -0.12855
C 0.58332 -0.10019 -0.33047
C 1.80717 0.27376 0.08951
N 2.92245 -0.37489 -0.40095
N -2.69503 -0.73705 0.09771
H -1.26782 -0.20233 1.54255
H -2.29244 1.09258 1.13502
H -0.29918 1.68729 0.59036
H -1.01966 1.35499 -1.11970
H 0.41648 -1.14290 -0.72321
H 1.86868 0.84382 1.01567
H 2.71499 -1.38171 -0.44190
H 3.70093 0.13426 -0.82263
H -3.36783 -0.31997 -0.60259
H -2.24082 -1.56632 -0.37609
*
```

These are the Mulliken partial charges, in e, on atoms 1 to 4: C -0.6955; C -0.3705; C -0.4572; C 0.0097

***

Model b:
Formula: C4H10N2
Source: the Open Molecules 2025 dataset
Level of theory: ωB97M-V with the def2-TZVPD basis set

Values from the calculation:
HOMO-LUMO gap (alpha / beta) (eV): 10.1 / 7.1
E_LUMO (alpha / beta) (eV): 0.256 / -0.630

Geometry as ORCA input:
```
! wB97M-V def2-TZVPD RIJCOSX def2/J DEFGRID3
* xyz 0 1
C -3.47786 0.27892 -1.15494
C -2.61444 1.35951 -1.83731
N 0.13739 -1.40687 -0.12371
N 0.59458 -0.46235 0.27239
C 2.42211 -0.98316 1.34903
H 1.86101 -1.31626 2.23972
H 2.68201 -1.69297 0.54548
C 3.13957 0.35643 1.37649
H -4.54769 0.37608 -1.32683
H -3.26249 -0.75532 -1.36370
H -3.37435 0.20464 -0.08287
H -1.90014 0.65885 -2.45148
H -1.92816 1.58880 -0.86782
H 4.12683 0.25691 1.92418
H 3.33820 0.74521 0.33856
H 2.54122 1.16999 1.87155
*
```

These are the Mulliken partial charges, in e, on atoms 1 to 4: C -0.8995; C -0.3464; N -0.2401; N 0.1470

***

Tell me which of them is the least stable. Sure, it is model b.

***

Model a:
Formula: C4H10N2
Source: the Open Molecules 2025 dataset
Level of theory: ωB97M-V with the def2-TZVPD basis set

Values from the calculation:
HOMO-LUMO gap (eV): 8.9
E_LUMO (eV): 1.106

Geometry as ORCA input:
```
! wB97M-V def2-TZVPD RIJCOSX def2/J DEFGRID3
* xyz 0 1
C 1.51067 1.48099 -0.40222
C 0.17192 0.77743 -0.97092
C -0.13780 -0.58450 -0.38320
C -1.39179 -1.04276 -0.04948
N -1.83786 -2.22054 0.53167
N 1.59713 1.28854 1.08627
H 2.48153 1.12379 -0.85441
H 1.30823 2.54038 -0.65777
H 0.38983 0.56765 -2.02442
H -0.62558 1.59544 -1.09045
H 0.78884 -1.24421 -0.42327
H -2.13281 -0.37534 -0.47445
H -1.53261 -2.56097 1.43415
H -2.86018 -2.19691 0.66653
H 0.68039 1.39977 1.36661
H 2.26948 1.88736 1.56691
*
```

These are the Mulliken partial charges, in e, on atoms 1 to 4: C -0.4189; C -0.7992; C -0.3682; C 0.0051

***

Model b:
Formula: C4H10N2
Source: the Open Molecules 2025 dataset
Level of theory: ωB97M-V with the def2-TZVPD basis set

Values from the calculation:
HOMO-LUMO gap (eV): 9.7
E_LUMO (eV): 0.731

Geometry as ORCA input:
```
! wB97M-V def2-TZVPD RIJCOSX def2/J DEFGRID3
* xyz 0 1
C 1.46931 -0.02951 0.07351
C 0.36961 0.51684 0.96029
C -0.93047 0.35672 0.15769
C -2.28025 -1.38611 -0.40927
N -1.09126 -1.06042 0.17008
N 1.64260 0.84230 -1.05690
H 2.58533 0.03689 0.52326
H 1.32413 -1.14791 -0.13960
H 0.49734 1.60283 1.29346
H 0.19311 -0.16378 1.85845
H -1.75484 0.84565 0.57157
H -0.58457 0.72594 -0.89812
H -2.78188 -2.40841 -0.15444
H -3.04782 -0.67622 -0.49818
H 2.23838 0.28729 -1.73946
H 2.15130 1.65790 -0.71232
*
```

These are the Mulliken partial charges, in e, on atoms 1 to 4: C -0.5376; C -0.6315; C -0.5667; C -0.3872

***

Model c:
Formula: C4H10N2
Source: the Open Molecules 2025 dataset
Level of theory: ωB97M-V with the def2-TZVPD basis set

Values from the calculation:
HOMO-LUMO gap (eV): 10.1
E_LUMO (eV): 1.190

Geometry as ORCA input:
```
! wB97M-V def2-TZVPD RIJCOSX def2/J DEFGRID3
* xyz 0 1
C -1.55612 -0.71479 0.38635
C -0.17374 -0.41038 0.94146
C 0.68298 0.31168 -0.08079
C 1.90151 -0.07260 -0.41126
N 2.68183 0.44098 -1.50100
N -2.28800 0.54555 0.20879
H -1.41289 -1.16475 -0.59349
H -2.08934 -1.41767 1.03146
H 0.33997 -1.35102 1.18138
H -0.22359 0.14587 1.88253
H 0.13833 1.12818 -0.53768
H 2.42768 -0.82822 0.15774
H 2.08267 0.70099 -2.27752
H 3.13402 1.31884 -1.24350
H -2.47488 0.92943 1.13315
H -3.17043 0.43793 -0.27761
*
```

These are the Mulliken partial charges, in e, on atoms 1 to 4: C -0.5982; C -0.5854; C -0.4977; C -0.0895

***

Tell me which of them is the least stable. Sure, it is model b.

***

Model a:
Formula: C4H10N2
Source: the Open Molecules 2025 dataset
Level of theory: ωB97M-V with the def2-TZVPD basis set

Values from the calculation:
HOMO-LUMO gap (eV): 10.2
E_LUMO (eV): 1.039

Geometry as ORCA input:
```
! wB97M-V def2-TZVPD RIJCOSX def2/J DEFGRID3
* xyz 0 1
C -0.64827 1.52430 0.97556
C -0.16979 0.85832 -0.31543
C 0.08901 -0.67998 -0.08045
C 1.70035 -1.45616 -1.63446
N 0.49958 -1.20287 -1.39158
N -1.31771 0.57346 1.90904
H -1.37376 2.28830 0.73355
H 0.11411 2.20242 1.39917
H -1.00103 0.89405 -1.02307
H 0.70564 1.14982 -0.89727
H -0.75712 -1.31676 0.14413
H 0.99637 -0.74012 0.54762
H 2.11711 -2.05030 -2.44866
H 2.49997 -1.04638 -0.98126
H -2.15300 1.05265 2.22835
H -0.75721 0.56716 2.75555
*
```

These are the Mulliken partial charges, in e, on atoms 1 to 4: C -0.4791; C -0.6046; C -0.4391; C -0.2391

***

Model b:
Formula: C4H10N2
Source: the Open Molecules 2025 dataset
Level of theory: ωB97M-V with the def2-TZVPD basis set

Values from the calculation:
HOMO-LUMO gap (eV): 10.3
E_LUMO (eV): 1.082

Geometry as ORCA input:
```
! wB97M-V def2-TZVPD RIJCOSX def2/J DEFGRID3
* xyz 0 1
C 0.29440 0.83214 0.73595
C -0.11955 0.46799 -0.68343
C -0.30083 -1.02311 -0.93769
C -0.20020 -2.02792 -0.04536
H 1.79677 -0.57750 0.93270
H 2.02847 0.75035 1.90570
H 0.23250 1.90271 0.88350
H -0.40531 0.36309 1.45323
H 0.71212 0.81252 -1.31068
H -2.13308 0.85365 -0.49820
H -1.32224 2.16684 -1.01327
H -0.49125 -1.23318 -1.96383
H 0.03921 -1.81890 1.01332
H -0.46254 -3.04349 -0.35647
N 1.69274 0.43369 0.98304
N -1.36120 1.14113 -1.09853
*
```

These are the Mulliken partial charges, in e, on atoms 1 to 4: C -0.8060; C 0.4472; C -0.4217; C -0.6909

***

Model c:
Formula: C4H10N2
Source: the Open Molecules 2025 dataset
Level of theory: ωB97M-V with the def2-TZVPD basis set

Values from the calculation:
HOMO-LUMO gap (eV): 8.7
E_LUMO (eV): -0.149

Geometry as ORCA input:
```
! wB97M-V def2-TZVPD RIJCOSX def2/J DEFGRID3
* xyz 0 1
C -2.63623 -0.23466 0.37915
C -1.38690 0.34328 -0.40542
C 1.00781 0.10758 -0.13336
C 2.17392 -0.88608 0.11679
H -3.56666 0.53939 0.43519
H -3.19181 -1.11839 -0.24554
H -2.27885 -0.45085 1.51301
H -1.00253 1.28494 0.10447
H -1.76267 0.69257 -1.48608
H -0.06452 -1.44640 -0.47127
H 1.46857 -2.31341 -0.04002
H 3.19117 -0.57813 -0.99853
H 2.78607 -0.60030 1.62391
H 2.22956 1.75505 0.36663
N -0.19609 -0.51080 -0.21546
N 1.23037 1.40434 0.13764
*
```

These are the Mulliken partial charges, in e, on atoms 1 to 4: C -0.8782; C -0.4076; C 0.6678; C -0.8411

***

Tell me which of them is the least stable. Sure, it is model c.